DFT (ωB97M-V/def2-TZVPD) results for a 6-piece molecular cluster, C4H23N3O5 overall at a distorted geometry.

Values from the calculation:
M, u: 193.2
HOMO-LUMO gap (spin up / spin down), Eh: 0.3576 / 0.1616
Total energy, Ha: -706.23696

The geometry in ORCA input format:
```
! wB97M-V def2-TZVPD RIJCOSX def2/J DEFGRID3
* xyz 1 2
C -0.462 0.451 -0.692
N 0.851 0.820 -1.177
C 1.172 0.215 -2.398
N 0.319 0.624 -3.656
C -0.469 0.586 0.862
C -0.625 2.060 1.248
N -1.460 -0.469 1.343
H -0.761 -0.504 -1.019
H -1.303 1.110 -1.154
H 0.951 1.788 -0.851
H 1.022 -0.943 -2.365
H 2.211 0.496 -2.584
H -0.517 0.154 -3.529
H 0.171 1.549 -3.727
H 0.602 0.458 1.442
H 0.366 2.545 1.274
H -1.145 2.676 0.497
H -1.028 2.272 2.244
H -2.430 -0.168 1.168
H -1.435 -0.392 2.334
H 1.186 -3.481 1.693
H 0.317 -2.180 1.300
O 0.281 -3.148 1.590
H 2.898 0.232 -0.033
H 4.073 0.408 0.527
O 3.220 0.247 0.834
H -2.540 2.060 -1.536
H -3.915 2.126 -0.746
O -3.237 2.653 -1.145
H 2.934 -1.385 1.421
H 2.371 -1.673 2.781
O 2.647 -2.144 2.010
H -2.512 -3.645 0.845
H -1.419 -2.662 0.752
O -2.332 -2.736 0.447
*
```